Formula: C26H28IMnN2O4
Source: OMol25
Level of theory: wB97M-V/def2-TZVPD

Values from the calculation:
<S²>: 3.789
LUMO energy (alpha / beta), eV: -3.829 / -3.873
2S+1: 4
Net charge: +1
Maximum force, Eh/bohr: 0.0737

Element x y z (Å)
Mn  1.67  -1.28  -0.25
C  4.36  1.57  0.11
C  3.20  2.17  0.85
N  3.31  3.40  1.30
C  2.29  3.97  1.97
C  1.11  3.35  2.22
C  -0.02  4.03  2.96
O  -1.28  3.85  2.33
C  0.92  2.02  1.73
C  -0.22  1.30  2.13
N  -0.75  0.23  1.56
C  -1.50  -0.65  2.42
C  -2.72  -0.26  2.94
C  -3.43  -1.11  3.78
C  -2.92  -2.36  4.09
C  -1.67  -2.74  3.61
C  -0.97  -1.88  2.79
I  1.01  -2.48  2.24
C  2.00  1.41  1.02
O  1.95  0.19  0.61
H  4.89  2.35  -0.42
H  4.02  0.81  -0.59
H  5.05  1.11  0.82
H  2.48  4.99  2.31
H  0.21  5.09  3.08
H  -0.12  3.61  3.96
H  -1.35  4.44  1.57
H  -0.67  1.57  3.08
H  -3.11  0.72  2.70
H  -4.38  -0.79  4.18
H  -3.46  -3.04  4.73
H  -1.25  -3.69  3.89
C  0.41  -4.48  -2.45
C  0.97  -3.11  -2.27
O  1.26  -2.76  -1.09
C  1.18  -2.23  -3.36
C  0.84  -2.61  -4.69
C  1.11  -1.80  -5.75
C  1.77  -0.57  -5.53
C  2.09  -0.15  -4.27
C  1.79  -0.95  -3.14
O  2.06  -0.48  -1.96
H  0.39  -5.00  -1.49
H  1.01  -5.05  -3.15
H  -0.61  -4.43  -2.84
H  0.36  -3.56  -4.85
H  0.83  -2.09  -6.75
H  2.02  0.06  -6.38
H  2.58  0.80  -4.09
C  -2.37  1.92  -0.39
C  -2.04  0.45  -0.65
C  -3.24  -0.47  -0.45
C  -0.76  0.01  0.11
H  -3.21  2.22  -1.01
H  -1.52  2.56  -0.63
H  -2.65  2.09  0.65
H  -1.73  0.36  -1.70
H  -3.73  -0.30  0.50
H  -2.94  -1.52  -0.51
H  -3.97  -0.29  -1.24
H  0.06  0.57  -0.32
H  -0.63  -1.06  -0.08

Formula: C42H32FN12O5S4SeTi
Source: OMol25
Level of theory: wB97M-V/def2-TZVPD

Values from the calculation:
LUMO energy, eV: -3.391
2S+1: 1
Net charge: +1
Maximum force, Eh/bohr: 0.0576

Element x y z (Å)
Ti  -0.32  -0.14  -0.21
C  2.60  2.91  -1.84
C  2.72  2.11  -0.58
N  2.09  2.46  0.47
N  2.36  1.78  1.64
C  1.46  1.18  2.27
S  -0.26  0.85  1.92
S  2.12  0.26  3.72
C  0.96  0.66  5.04
C  0.55  2.11  5.08
C  1.46  3.13  4.75
C  1.06  4.46  4.78
C  -0.19  4.87  5.26
C  -1.03  3.86  5.67
C  -0.70  2.54  5.56
C  3.51  0.82  -0.62
C  4.85  0.66  -0.84
C  5.51  -0.54  -1.01
C  4.71  -1.69  -0.90
C  3.37  -1.59  -0.64
C  2.78  -0.36  -0.57
O  1.42  -0.30  -0.34
H  1.98  3.82  -1.67
H  2.10  2.37  -2.63
H  3.62  3.16  -2.27
H  1.35  0.39  5.98
H  0.06  0.07  4.89
H  2.45  2.88  4.34
H  1.82  5.15  4.48
H  -0.49  5.91  5.29
H  -1.98  4.12  6.17
H  -1.50  1.75  5.71
H  5.51  1.54  -0.96
H  6.57  -0.54  -1.20
H  5.20  -2.63  -1.02
H  2.76  -2.50  -0.70
Se  -0.08  4.96  -6.16
N  -0.67  5.05  -4.53
C  -0.56  3.86  -3.99
C  -0.92  3.60  -2.59
C  -1.31  4.56  -1.69
C  -1.57  4.22  -0.38
C  -1.40  2.89  -0.01
N  -0.90  1.94  -0.82
C  -0.71  2.27  -2.11
C  -0.21  1.20  -2.99
N  -0.12  -0.05  -2.46
C  0.49  -1.00  -3.12
C  1.00  -0.82  -4.41
C  0.82  0.42  -4.99
C  0.19  1.47  -4.26
C  -0.03  2.83  -4.76
N  0.36  3.21  -5.95
H  -1.41  5.56  -2.11
H  -1.95  4.96  0.33
H  -1.58  2.65  1.01
H  0.62  -1.89  -2.57
H  1.33  -1.77  -4.89
H  1.05  0.55  -6.00
S  4.34  -3.82  -4.01
C  3.02  -4.76  -4.08
N  3.14  -6.14  -4.12
C  2.11  -7.02  -3.87
C  0.89  -6.54  -3.55
C  0.77  -5.16  -3.61
N  1.71  -4.31  -3.90
H  4.07  -6.47  -4.29
H  2.42  -8.03  -4.12
H  0.06  -7.20  -3.47
H  -0.22  -4.77  -3.37
S  -1.56  -3.10  -1.42
C  -1.19  -3.11  0.20
N  -1.67  -4.16  0.98
C  -1.41  -4.30  2.30
C  -0.72  -3.33  2.97
C  -0.16  -2.33  2.15
N  -0.43  -2.20  0.84
H  -2.28  -4.88  0.54
H  -1.69  -5.24  2.78
H  -0.42  -3.43  3.98
H  0.42  -1.55  2.64
F  -5.68  2.28  3.28
C  -5.09  1.17  2.98
C  -4.87  0.86  1.71
N  -4.28  -0.37  1.37
C  -4.40  -0.94  0.02
C  -3.32  -0.28  -0.84
O  -3.55  0.37  -1.80
O  -2.12  -0.49  -0.24
C  -4.15  -1.39  2.33
O  -3.91  -2.54  2.11
N  -4.34  -0.99  3.62
C  -4.65  0.25  4.09
O  -4.73  0.58  5.26
H  -5.30  1.47  0.94
H  -5.36  -0.67  -0.41
H  -4.21  -2.02  0.11
H  -4.11  -1.63  4.32

Formula: C25H23F2N2O3Os
Source: OMol25
Level of theory: wB97M-V/def2-TZVPD

Values from the calculation:
<S²>: 6.045
LUMO energy (alpha / beta), eV: -3.023 / -4.302
2S+1: 5
Net charge: +1
Maximum force, Eh/bohr: 0.0202

Element x y z (Å)
Os  7.75  -13.89  3.60
O  5.43  -13.85  3.78
C  4.61  -14.94  4.22
C  3.27  -15.02  3.90
C  2.52  -16.11  4.29
C  3.10  -17.12  5.02
C  4.44  -17.07  5.32
C  5.27  -15.98  4.93
C  6.63  -16.11  5.24
N  7.62  -15.18  5.06
C  8.85  -15.37  5.85
C  10.09  -15.12  4.99
N  9.70  -14.21  3.87
C  10.67  -13.65  3.24
C  10.56  -12.74  2.16
C  11.74  -12.46  1.45
C  11.71  -11.50  0.45
C  10.54  -10.76  0.21
C  9.37  -11.08  0.88
C  9.37  -12.08  1.84
O  8.25  -12.30  2.51
H  2.75  -14.21  3.40
H  1.45  -16.14  4.05
H  2.49  -17.94  5.41
H  4.89  -17.88  5.88
H  6.97  -16.99  5.78
H  8.90  -16.39  6.22
H  8.82  -14.69  6.71
H  10.51  -16.03  4.56
H  10.88  -14.62  5.53
H  11.69  -13.86  3.55
H  12.66  -12.99  1.67
H  12.60  -11.27  -0.11
H  10.58  -9.98  -0.55
H  8.47  -10.52  0.68
F  3.84  -12.30  3.82
C  4.81  -12.84  3.09
F  4.26  -13.26  1.93
H  5.60  -12.11  2.88
C  6.25  -14.00  -0.57
C  6.53  -14.98  0.51
O  6.86  -14.57  1.61
C  6.38  -16.42  0.26
C  6.68  -17.31  1.30
C  6.60  -18.67  1.10
C  6.17  -19.14  -0.15
C  5.85  -18.28  -1.17
C  5.96  -16.92  -0.97
H  6.49  -13.00  -0.23
H  5.21  -14.03  -0.92
H  6.86  -14.22  -1.45
H  6.97  -16.93  2.25
H  6.84  -19.38  1.88
H  6.08  -20.21  -0.29
H  5.49  -18.66  -2.14
H  5.72  -16.24  -1.77

Formula: C23H18AuN3O4S4
Source: OMol25
Level of theory: wB97M-V/def2-TZVPD

Values from the calculation:
<S²>: 2.020
LUMO energy (alpha / beta), eV: -0.592 / -1.572
2S+1: 3
Maximum force, Eh/bohr: 0.0078

Element x y z (Å)
Au  1.71  0.02  -0.34
O  6.98  -0.05  4.28
C  6.05  -0.04  3.53
S  4.36  -0.04  4.04
C  3.62  -0.05  2.45
C  4.52  -0.06  1.36
S  4.18  -0.04  -0.30
S  6.22  -0.08  1.75
S  1.95  -0.02  2.41
C  -0.41  7.59  -0.23
O  0.53  6.54  -0.34
C  0.08  5.27  -0.31
C  -1.28  4.93  -0.14
C  -1.63  3.62  -0.11
C  -0.70  2.55  -0.26
C  -1.18  1.20  -0.26
C  -2.62  0.86  0.07
O  -0.49  0.19  -0.53
C  0.69  2.91  -0.46
O  1.67  2.09  -0.64
C  1.02  4.28  -0.46
H  0.15  8.51  -0.31
H  -0.92  7.57  0.74
H  -1.15  7.55  -1.03
H  -2.04  5.69  -0.03
H  -2.68  3.38  0.01
H  -3.20  1.67  0.50
H  -2.60  0.03  0.77
H  -3.11  0.51  -0.84
H  2.06  4.54  -0.59
C  2.42  -4.31  -1.05
C  2.52  -2.94  -1.03
N  1.59  -2.18  -0.45
C  0.52  -2.76  0.11
C  0.34  -4.13  0.13
C  1.33  -4.92  -0.44
C  -0.84  -4.74  0.78
C  -2.13  -4.47  0.56
C  -2.70  -3.60  -0.49
C  -4.04  -3.23  -0.43
C  -4.54  -2.46  -1.46
N  -3.78  -2.06  -2.48
C  -2.51  -2.46  -2.45
N  -1.94  -3.21  -1.51
H  3.20  -4.90  -1.52
H  3.37  -2.42  -1.46
H  -0.21  -2.09  0.56
H  1.23  -6.00  -0.44
H  -0.61  -5.48  1.54
H  -2.86  -4.97  1.19
H  -4.67  -3.54  0.40
H  -5.58  -2.14  -1.47
H  -1.88  -2.14  -3.27

Formula: CH3IN2O2
Source: OMol25
Level of theory: wB97M-V/def2-TZVPD

Values from the calculation:
LUMO energy, eV: -0.198
2S+1: 1
Maximum force, Eh/bohr: 0.0535

Element x y z (Å)
C  1.01  0.91  -0.86
N  1.49  -0.14  1.31
N  1.52  0.26  -0.01
O  0.79  1.39  -1.92
O  -1.34  -0.59  0.25
I  -2.24  -0.29  -1.25
H  1.59  0.47  2.07
H  0.80  -0.80  1.45
H  -3.63  -1.20  -1.03

Formula: C2H9N3O
Source: OMol25
Level of theory: wB97M-V/def2-TZVPD

Values from the calculation:
LUMO energy, eV: 0.888
2S+1: 1
Maximum force, Eh/bohr: 0.0703

Element x y z (Å)
C  -0.52  0.70  -1.81
C  -0.24  -1.40  1.07
N  -0.68  1.70  -0.73
N  1.11  -1.06  1.52
N  -1.68  2.04  -0.22
O  1.38  0.28  1.15
H  -0.24  1.07  -2.82
H  0.30  0.11  -1.36
H  -1.32  -0.02  -1.84
H  -0.11  -1.45  -0.08
H  -0.43  -2.47  1.53
H  -1.01  -0.85  1.55
H  0.28  2.20  -0.72
H  1.67  -1.59  0.82
H  1.49  0.74  1.95

Formula: C5H5CoO3
Source: OMol25
Level of theory: wB97M-V/def2-TZVPD

Values from the calculation:
<S²>: 3.760
LUMO energy (alpha / beta), eV: -4.837 / -6.179
2S+1: 4
Net charge: +1
Maximum force, Eh/bohr: 0.0496

Element x y z (Å)
O  0.95  -1.67  1.51
C  1.41  -0.56  1.18
O  0.69  0.53  1.38
Co  -0.85  -2.03  0.86
H  2.50  -0.43  1.03
O  -3.03  -0.42  -0.84
C  -1.76  -0.84  -0.66
C  -0.68  -0.18  -0.98
C  0.49  0.48  -0.93
C  0.75  1.42  0.23
H  -3.41  -0.84  -1.61
H  1.19  0.48  -1.77
H  1.75  1.87  0.17
H  0.00  2.19  0.41

Formula: C5H10N2O
Source: OMol25
Level of theory: wB97M-V/def2-TZVPD

Values from the calculation:
LUMO energy (alpha / beta), eV: -1.328 / 0.085
2S+1: 1
Maximum force, Eh/bohr: 0.0342

Element x y z (Å)
C  1.38  -1.47  1.69
C  -1.91  0.36  -0.75
N  0.23  -1.09  0.92
C  0.41  -0.65  -0.37
C  -0.43  0.63  -0.53
C  0.15  1.74  -1.12
O  -0.23  0.71  1.26
N  1.21  -1.16  -1.21
H  -0.98  1.12  1.73
H  1.17  -0.62  -2.08
H  1.73  -2.43  1.29
H  2.21  -0.75  1.61
H  1.10  -1.62  2.73
H  -2.49  1.28  -0.72
H  -2.29  -0.33  -0.01
H  -2.05  -0.10  -1.73
H  1.21  1.94  -1.00
H  -0.43  2.42  -1.73

Formula: C6H13N
Source: OMol25
Level of theory: wB97M-V/def2-TZVPD

Values from the calculation:
<S²>: 0.753
LUMO energy (alpha / beta), eV: 4.319 / 4.188
2S+1: 2
Net charge: -1
Maximum force, Eh/bohr: 0.1029

Element x y z (Å)
C  -0.90  -1.32  1.07
C  -1.56  -0.08  0.77
C  -0.32  0.98  0.61
C  2.59  1.05  -1.80
C  1.67  1.07  -0.58
C  0.41  0.53  -0.61
N  -2.01  -2.44  1.19
H  -0.26  -1.63  0.18
H  -0.53  -1.47  2.09
H  -2.10  -0.05  -0.24
H  -2.25  0.31  1.50
H  -0.76  1.97  0.41
H  0.32  0.98  1.56
H  3.67  0.72  -1.67
H  2.25  0.58  -2.69
H  2.55  2.07  -2.21
H  2.33  1.62  0.22
H  -0.09  0.10  -1.50
H  -1.98  -3.00  0.32
H  -3.01  -1.99  1.39

Formula: C2H7NO
Source: OMol25
Level of theory: wB97M-V/def2-TZVPD

Values from the calculation:
LUMO energy, eV: 0.938
2S+1: 1
SMILES: CNCO
Maximum force, Eh/bohr: 0.0609

Element x y z (Å)
C  -0.26  0.60  -1.16
N  0.23  -0.62  -0.45
C  0.36  -0.41  0.97
O  -0.88  -0.45  1.69
H  0.49  1.39  -1.03
H  -0.05  0.32  -2.21
H  -1.16  0.91  -0.63
H  1.06  -0.97  -0.90
H  0.86  0.53  1.17
H  0.84  -1.27  1.47
H  -1.51  -0.03  1.10

Formula: C9H19ClN3O5P
Source: OMol25
Level of theory: wB97M-V/def2-TZVPD

Values from the calculation:
LUMO energy, eV: 0.233
2S+1: 1
SMILES: CCOP(=O)(OCC)[C@@H](C)NC(=O)N(CCCl)N=O
Maximum force, Eh/bohr: 0.0312

Element x y z (Å)
C  -0.82  2.97  2.61
C  0.00  2.94  1.33
O  1.08  2.01  1.47
P  1.33  0.87  0.41
O  0.60  0.90  -0.87
O  2.92  1.13  0.21
C  3.56  0.69  -0.97
C  4.44  1.80  -1.52
C  1.37  -0.79  1.29
C  1.43  -0.61  2.79
N  0.22  -1.55  0.84
C  -0.92  -0.88  0.71
O  -1.10  0.25  1.13
N  -1.97  -1.55  0.02
C  -3.04  -0.70  -0.47
C  -2.56  0.07  -1.70
Cl  -2.27  -1.08  -3.04
N  -2.04  -2.80  -0.37
O  -1.12  -3.56  -0.10
H  -0.18  3.19  3.45
H  -1.29  2.00  2.75
H  -1.59  3.74  2.53
H  -0.62  2.65  0.48
H  0.45  3.92  1.14
H  2.81  0.40  -1.71
H  4.18  -0.19  -0.73
H  4.97  1.45  -2.40
H  3.82  2.66  -1.79
H  5.15  2.11  -0.77
H  2.26  -1.31  0.93
H  1.53  -1.57  3.29
H  2.28  0.02  3.04
H  0.53  -0.12  3.15
H  0.29  -2.50  0.50
H  -3.88  -1.34  -0.72
H  -3.30  0.01  0.31
H  -3.31  0.78  -2.03
H  -1.61  0.57  -1.50

Formula: C8H14N2O6
Source: OMol25
Level of theory: wB97M-V/def2-TZVPD

Values from the calculation:
LUMO energy, eV: 0.416
2S+1: 1
SMILES: C[C@@H](O)[C@H](NC(=O)[C@@H](N)CC(=O)O)C(=O)O
Maximum force, Eh/bohr: 0.0596

Element x y z (Å)
C  1.61  -1.47  -1.33
C  1.68  -1.17  0.17
O  2.82  -1.67  0.76
C  1.69  0.38  0.49
N  0.37  0.96  0.31
C  -0.66  0.69  1.07
O  -0.61  -0.16  1.97
C  -1.97  1.38  0.66
N  -1.88  2.09  -0.66
C  -3.02  0.24  0.65
C  -2.83  -0.75  -0.46
O  -3.30  -0.68  -1.57
O  -1.88  -1.75  -0.21
C  2.71  1.15  -0.30
O  2.43  2.16  -0.88
O  3.95  0.65  -0.27
H  2.61  -1.31  -1.80
H  0.78  -0.96  -1.77
H  1.26  -2.53  -1.41
H  0.79  -1.60  0.68
H  2.79  -2.61  0.54
H  2.00  0.43  1.50
H  0.31  1.68  -0.38
H  -2.24  2.12  1.45
H  -2.01  1.41  -1.44
H  -2.63  2.71  -0.72
H  -3.13  -0.17  1.65
H  -3.98  0.74  0.45
H  -1.55  -1.74  0.71
H  3.90  -0.22  0.16